1.
A single C16H22N4O2S molecule. Source: the OMol25 dataset; level of theory: ωB97M-V/def2-TZVPD.

The geometry in XYZ format:
```
45
Properties=species:S:1:pos:R:3:mulliken_charge:R:1
S 1.911 1.076 -1.946 1.43
O 2.485 0.426 -3.089 -0.77
O 2.689 2.082 -1.276 -0.71
N 1.273 -0.853 1.510 -0.57
N 0.215 -2.767 2.122 -0.15
N 0.412 1.653 -2.392 0.33
N -2.049 -0.492 1.517 -0.33
C -0.942 -3.630 2.057 -0.94
C -1.957 0.728 2.013 -0.15
C -2.047 1.008 3.367 -0.62
C 0.743 -1.278 -1.177 -0.79
C 1.684 0.006 0.599 -0.25
C -2.358 -1.330 3.724 -0.59
C -2.260 -0.049 4.239 -0.37
C -0.214 2.524 -1.425 -0.26
C 0.583 -1.928 1.114 0.12
C 0.315 -2.191 -0.242 -0.26
C 1.430 -0.150 -0.749 -0.06
C -2.239 -1.508 2.349 0.68
C 0.086 1.785 -3.792 -0.49
C -2.249 -2.873 1.721 -0.89
C -1.247 1.120 -4.128 -1.15
C 0.259 3.975 -1.490 -1.30
H -1.801 1.514 1.285 0.38
H -1.299 2.466 -1.563 0.44
H 0.894 1.288 -4.330 0.40
H 0.569 -1.416 -2.232 0.53
H -2.071 1.626 -3.632 0.31
H -1.414 1.159 -5.201 0.41
H 0.066 2.839 -4.096 0.29
H -3.100 -3.457 2.075 0.49
H 0.029 2.105 -0.445 -0.09
H -1.957 2.020 3.728 0.41
H 0.407 -2.360 3.027 0.35
H -1.030 -4.115 3.030 0.47
H 2.238 0.865 0.953 0.51
H -2.335 -2.735 0.644 0.38
H -0.770 -4.409 1.309 0.32
H -2.344 0.123 5.303 0.42
H -1.237 0.081 -3.810 0.25
H -0.003 4.428 -2.443 0.32
H -0.208 -3.085 -0.537 0.40
H -0.207 4.550 -0.694 0.44
H 1.338 4.003 -1.368 0.30
H -2.523 -2.177 4.372 0.38
```

The SMILES is CCN(CC)S(=O)(=O)c1ccc(NCCc2ccccn2)nc1. As for the net charge: 0. The calculation puts the orbital gap at 9.1 eV. For the total energy, the calculation gives -37839.534 eV. Its HOMO energy is -8.38 eV. The energy above the lowest of the compared OMol25 structures with the same formula, charge and spin comes out at 40.60 kcal/mol. The LUMO energy comes out at 0.68 eV. For the largest force on an atom, the calculation gives 1.078 eV/A.

2.
A single C16H22N4OS molecule. Source: the OMol25 dataset; level of theory: ωB97M-V/def2-TZVPD.

The geometry in XYZ format:
```
44
Properties=species:S:1:pos:R:3:mulliken_charge:R:1
S 1.480 4.757 -4.618 -0.45
O 0.727 -5.344 1.954 -0.41
N 1.348 2.889 -2.844 -0.22
N 0.010 -2.802 2.204 0.06
N 0.868 1.931 -2.041 -0.03
N -0.713 3.666 -3.712 -0.18
C -0.467 -1.227 0.451 -0.40
C 0.630 3.708 -3.650 0.05
C 1.525 -4.609 2.863 -0.30
C -1.641 3.828 -1.410 1.11
C -0.071 -0.229 -0.406 -0.84
C 1.770 -1.382 1.304 -0.41
C 2.160 -0.380 0.444 -1.49
C 0.821 -3.306 3.283 -1.12
C -1.600 3.088 -2.730 -0.89
C -1.063 -3.710 1.844 -0.86
C -1.113 5.026 -1.231 -1.05
C 1.686 1.274 -1.311 -0.46
C 1.252 0.224 -0.430 0.74
C -2.323 3.068 -0.314 -1.28
C -0.649 -5.158 2.177 -0.50
C 0.444 -1.836 1.331 1.44
H 2.761 1.495 -1.329 0.31
H -1.097 4.400 -4.291 0.28
H -1.286 2.059 -2.543 0.27
H -1.155 5.521 -0.276 0.31
H 3.192 -0.059 0.441 0.31
H -0.785 0.219 -1.079 0.43
H 2.516 -1.829 1.942 0.27
H -0.607 5.564 -2.015 0.28
H -1.988 -3.456 2.382 0.27
H 2.458 -4.404 2.333 0.32
H 2.359 3.049 -2.884 0.24
H 0.153 -3.503 4.130 0.35
H -1.702 2.226 -0.010 0.22
H -2.604 3.070 -3.165 0.50
H -1.246 -3.633 0.771 0.56
H -0.908 -5.413 3.215 0.32
H 1.746 -5.220 3.751 0.32
H -2.492 3.703 0.551 0.40
H 1.544 -2.558 3.602 0.42
H -3.279 2.675 -0.657 0.31
H -1.159 -5.858 1.513 0.35
H -1.503 -1.528 0.460 0.45
```

The SMILES is C=C(C)CNC(=S)N/N=C/c1ccc(N2CCOCC2)cc1. As for the net charge: 0. The calculation puts the orbital gap at 7.8 eV. For the total energy, the calculation gives -35790.471 eV. Its HOMO energy is -7.44 eV. The energy above the lowest of the compared OMol25 structures with the same formula, charge and spin comes out at 52.62 kcal/mol. The LUMO energy comes out at 0.35 eV. For the largest force on an atom, the calculation gives 1.071 eV/A.

3.
A molecular structure, C16H23AsN9NaOS. Source: the OMol25 dataset; level of theory: ωB97M-V/def2-TZVPD.

The geometry in XYZ format:
```
52
Properties=species:S:1:pos:R:3:mulliken_charge:R:1
As -1.221 2.811 -0.167 0.34
S 2.537 -0.753 1.207 -0.38
Na 0.400 0.269 -0.500 0.62
O -0.652 0.515 -2.524 -0.35
N -0.571 0.194 2.159 0.16
N -0.883 -1.743 -0.041 0.09
N -1.840 -3.135 1.371 -0.09
N -0.398 -1.503 3.559 -0.02
N 0.718 3.515 -5.764 -0.50
N 2.493 1.431 -2.181 -0.72
N 4.437 -0.052 -0.516 0.18
N -0.628 1.272 -3.530 -0.44
N 5.111 -1.319 1.274 -0.13
C -0.016 -0.381 4.256 -0.73
C -1.697 3.925 1.373 -1.16
C -1.132 -1.985 1.221 -0.10
C -1.659 4.094 -1.576 -1.22
C 1.642 1.664 -2.924 0.45
C -2.066 -3.639 0.110 -0.48
C 4.121 -0.698 0.604 0.20
C -1.466 -2.766 -0.745 -0.59
C 0.623 2.783 -4.881 0.13
C 5.780 0.027 -1.067 -0.56
C 6.505 -1.338 0.861 -0.57
C -0.127 0.650 3.375 -0.27
C 6.803 -0.088 0.049 -0.62
C 0.526 1.895 -3.774 0.33
C -2.875 1.771 -0.243 -0.99
C -0.714 -1.101 2.300 -0.22
H -0.946 4.700 1.524 0.37
H -1.739 3.301 2.266 0.30
H -2.241 -3.483 2.224 0.21
H 5.869 0.978 -1.590 0.35
H 4.816 -1.830 2.087 0.21
H -1.672 3.578 -2.535 0.37
H 5.933 -0.769 -1.802 0.27
H 0.300 -0.425 5.282 0.44
H 0.089 1.692 3.537 0.42
H 6.745 0.792 0.693 0.31
H -1.416 -2.802 -1.820 0.43
H 3.692 0.449 -0.992 0.19
H -3.746 2.427 -0.219 0.44
H -2.619 -4.545 -0.054 0.42
H -2.876 1.188 -1.164 0.30
H 6.719 -2.232 0.265 0.27
H 7.127 -1.378 1.755 0.37
H -0.906 4.880 -1.617 0.37
H -2.905 1.088 0.606 0.26
H -0.288 -2.452 3.872 0.22
H -2.670 4.393 1.222 0.37
H -2.638 4.540 -1.394 0.40
H 7.809 -0.144 -0.365 0.35
```

As for the net charge: 0. The calculation puts the orbital gap at 8.0 eV. For the total energy, the calculation gives -108514.451 eV. Its HOMO energy is -8.02 eV. The energy above the lowest of the compared OMol25 structures with the same formula, charge and spin comes out at 3.86 kcal/mol. The LUMO energy comes out at -0.07 eV. For the largest force on an atom, the calculation gives 0.108 eV/A.

4.
A molecular structure, C16H23BN4O3. Source: the OMol25 dataset; level of theory: ωB97M-V/def2-TZVPD.

The geometry in XYZ format:
```
47
Properties=species:S:1:pos:R:3:mulliken_charge:R:1
O 1.249 -1.257 -1.939 -0.64
O 0.923 3.278 0.747 -0.57
O -0.626 -2.719 -1.184 -0.49
N -0.038 2.989 2.843 -0.20
N -0.297 -0.076 4.377 0.13
N -0.517 1.215 4.302 -0.83
N -0.029 -1.891 2.787 -0.70
C 0.202 5.191 1.824 -1.08
C -0.148 1.645 3.054 -0.24
C 1.234 -2.400 -2.716 1.40
C 0.433 -1.051 0.532 0.63
C 0.073 -0.608 3.138 -0.21
C 0.236 0.494 2.261 1.17
C 1.578 -2.106 -4.238 -1.66
C 2.254 -3.367 -2.089 -1.81
C -0.330 -4.510 -2.714 -1.60
C -0.310 -3.012 -2.543 1.28
C -1.332 5.619 1.728 -0.47
C 0.075 -2.015 1.463 -0.84
C -1.363 -2.205 -3.418 -1.71
C -2.176 4.744 2.682 -0.95
C 0.443 0.236 0.945 -0.67
C 0.400 3.743 1.727 0.69
B 0.394 -1.654 -0.890 0.91
H 0.841 1.032 0.310 0.58
H 0.940 5.755 1.352 0.50
H -1.411 -1.149 -3.061 0.25
H 1.950 -3.912 -1.193 0.39
H -1.712 5.406 0.745 0.31
H -0.155 3.461 3.733 0.33
H 2.673 -4.026 -2.842 0.38
H -2.377 -2.652 -3.249 0.39
H 1.675 -3.069 -4.784 0.37
H -0.526 -0.565 5.202 0.20
H 2.496 -1.514 -4.380 0.41
H 0.008 -2.971 1.074 0.65
H 0.456 5.499 2.864 0.29
H 0.490 -5.030 -2.200 0.35
H -1.225 -4.927 -2.186 0.39
H -1.244 -2.427 -4.472 0.45
H 0.756 -1.625 -4.828 0.34
H 3.122 -2.724 -1.704 0.38
H -2.054 3.695 2.428 0.21
H -0.396 -4.925 -3.756 0.31
H -1.850 4.909 3.707 0.23
H -1.509 6.653 1.915 0.37
H -3.277 4.826 2.649 0.38
```

As for the net charge: 0. The calculation puts the orbital gap at 8.6 eV. For the total energy, the calculation gives -29745.315 eV. Its HOMO energy is -8.01 eV. The energy above the lowest of the compared OMol25 structures with the same formula, charge and spin comes out at 5.88 kcal/mol. The LUMO energy comes out at 0.55 eV. For the largest force on an atom, the calculation gives 4.584 eV/A.